Entry 1:
DFT (ωB97M-V/def2-TZVPD) results for the molecule C4H5NS at a distorted geometry.

Results
Max |F| (eV Å⁻¹): 1.862
HOMO-LUMO gap (eV): 9.746
Energy relative to the best compared isomer or geometry (same formula, charge and spin) (kcal per mole): 26.3

Element x y z (Å)
C  1.38  -1.05  0.88
C  0.13  -0.63  0.77
C  -0.57  -0.39  -0.54
C  -0.83  2.07  -1.03
H  1.88  -1.45  -0.03
H  1.91  -1.22  1.83
H  -0.31  -0.27  1.73
H  -1.66  -0.52  -0.40
H  -0.31  -1.15  -1.25
N  -0.30  1.00  -1.00
S  -1.33  3.61  -0.95


Entry 2:
DFT (ωB97M-V/def2-TZVPD) results for the molecule C4H5NS at a distorted geometry.

Results
Max |F| (eV Å⁻¹): 1.267
HOMO-LUMO gap (eV): 8.192
Energy relative to the best compared isomer or geometry (same formula, charge and spin) (kcal per mole): 20.6

Element x y z (Å)
C  1.35  -0.13  -0.39
C  0.16  -0.59  0.46
C  -1.22  -0.09  0.03
C  -1.49  1.34  -0.02
H  1.26  -0.47  -1.42
H  1.43  0.95  -0.48
H  2.28  -0.52  -0.02
H  0.24  -0.24  1.49
H  0.18  -1.66  0.56
N  -1.73  2.47  -0.03
S  -2.47  -1.06  -0.18


Entry 3:
DFT (ωB97M-V/def2-TZVPD) results for the molecule C4H5NS2 at a distorted geometry.

Results
Max |F| (eV Å⁻¹): 6.300
HOMO-LUMO gap (eV): 7.323
Energy relative to the best compared isomer or geometry (same formula, charge and spin) (kcal per mole): 94.8

Element x y z (Å)
C  -2.01  0.99  -0.02
C  -0.51  0.83  0.00
C  0.12  -0.42  -0.16
C  1.37  -0.83  0.63
H  -2.08  2.06  -0.50
H  -0.54  -1.21  -0.35
H  1.56  -0.16  1.65
H  1.58  -1.95  0.80
H  1.69  -1.15  -1.43
N  1.59  -0.29  -0.68
S  -3.11  -0.08  0.00
S  0.33  2.21  0.05


Entry 4:
DFT (ωB97M-V/def2-TZVPD) results for the molecule C4H5NS2 at a distorted geometry.

Results
Max |F| (eV Å⁻¹): 3.617
HOMO-LUMO gap (eV): 7.274
Energy relative to the best compared isomer or geometry (same formula, charge and spin) (kcal per mole): 76.4

Element x y z (Å)
C  1.46  -1.04  -0.68
C  0.13  -0.62  -0.77
C  -0.04  0.06  1.50
C  -1.12  1.30  -0.39
H  1.66  -2.07  -1.24
H  2.20  -0.58  0.04
H  -0.74  -1.02  -1.51
H  0.58  -0.95  1.30
H  -1.03  1.25  -1.43
N  -0.39  0.36  0.16
S  -0.66  0.85  2.78
S  -2.05  2.47  0.24


Entry 5:
DFT (ωB97M-V/def2-TZVPD) results for a structure of composition C4H5NS2 at a distorted geometry.

Results
Max |F| (eV Å⁻¹): 3.179
HOMO-LUMO gap (spin up / spin down) (eV): 7.617 / 6.841
Energy relative to the best compared isomer or geometry (same formula, charge and spin) (kcal per mole): 130.9

Element x y z (Å)
C  0.75  0.48  1.52
C  0.26  0.19  -1.14
C  0.89  1.33  2.45
C  -1.27  -1.45  -1.17
N  -0.38  -0.72  -1.91
S  0.84  1.66  -1.29
S  0.08  -0.58  0.55
H  1.79  1.84  2.42
H  0.32  1.40  3.39
H  -1.25  -2.45  -1.23
H  -2.02  -0.79  -0.79
H  -0.03  -0.91  -2.81


Entry 6:
DFT (ωB97M-V/def2-TZVPD) results for the molecule C4H5NS2 at a distorted geometry.

Results
Max |F| (eV Å⁻¹): 5.555
HOMO-LUMO gap (eV): 7.059
Energy relative to the best compared isomer or geometry (same formula, charge and spin) (kcal per mole): 66.3

Element x y z (Å)
C  -0.21  -1.33  -1.44
C  1.17  0.55  -1.12
C  1.32  1.74  -0.31
C  0.65  2.01  1.01
H  0.40  -1.67  -2.40
H  -0.38  0.08  0.06
H  1.87  0.27  -2.08
H  1.83  2.55  -0.63
H  0.95  2.88  1.45
N  0.13  -0.21  -0.78
S  -1.47  -2.34  -0.98
S  0.02  1.06  2.25


What is the max |F| in the second record? 1.267 eV Å⁻¹